No. 1
{"formula": "C5H6N", "method": "wB97M-V/def2-TZVPD", "symbols": ["C", "N", "C", "C", "C", "C", "H", "H", "H", "H", "H", "H"], "coordinates": [[0.85367, 2.38713, 0.18985], [0.31148, 1.28615, 0.07425], [-0.05278, 0.15130, -0.19084], [-0.26526, -0.71249, -1.27399], [-0.59595, -1.16017, 0.10496], [-0.77530, -1.74334, 1.20862], [1.90076, 2.33756, 0.26008], [0.31261, 3.37911, 0.21838], [-0.89085, -0.59550, -2.19191], [0.68236, -1.17526, -1.60137], [-0.35333, -1.33369, 2.06576], [-1.12740, -2.82080, 1.13621]], "forces_ev_per_a": [[-0.797, 1.920, 0.190], [-0.606, 0.367, -0.083], [-0.133, 0.367, 0.895], [-0.198, -2.624, -3.098], [1.051, 3.820, -2.727], [-1.238, -5.309, 0.880], [1.460, 0.445, 0.195], [0.413, -1.389, -0.001], [0.005, 0.277, 1.182], [-0.218, 0.105, 0.107], [-0.023, 0.575, 1.691], [0.284, 1.446, 0.770]], "total_energy_ev": -6760.75253, "charge": 1, "lumo_energy_ev": -4.86, "e_above_lowest_kj_mol": 426.95, "homo_lumo_gap_ev": 10.5, "smiles": "C=[N+]=C1CC1=C", "molar_mass_g_mol": 80.11, "homo_energy_ev": -15.36}


No. 2
{"formula": "C5H6N", "method": "wB97M-V/def2-TZVPD", "symbols": ["C", "C", "C", "N", "C", "C", "H", "H", "H", "H", "H", "H"], "coordinates": [[-1.27285, 0.34000, 0.01376], [0.06474, -0.11646, 0.00373], [1.07646, 0.71212, 0.04280], [2.35527, 0.20513, -0.05164], [3.68440, 0.50560, -0.04985], [3.26761, -0.79477, 0.04146], [-1.46411, 1.20394, 0.61405], [-1.96968, -0.35913, 0.34276], [-1.30198, 0.63142, -1.01597], [0.42242, -1.22433, 0.20774], [1.06100, 1.77607, 0.17029], [3.19245, -1.90628, -0.00444]], "forces_ev_per_a": [[-0.380, 0.513, -0.053], [1.625, -3.910, 2.427], [2.503, 1.312, -0.449], [0.996, -2.560, 1.169], [1.916, 2.213, -0.043], [-3.360, -0.816, -0.959], [0.360, 0.913, 0.260], [-1.267, -1.425, -0.183], [-1.337, 0.275, -1.011], [-1.369, 1.940, -1.135], [-0.141, 0.430, -0.335], [0.455, 1.114, 0.312]], "total_energy_ev": -6759.00848, "charge": 1, "lumo_energy_ev": -6.74, "e_above_lowest_kj_mol": 595.22, "homo_lumo_gap_ev": 8.6, "smiles": "C/C=C/[N+]1=C=C1", "molar_mass_g_mol": 80.11, "homo_energy_ev": -15.38}


No. 3
{"formula": "C5H6N", "method": "wB97M-V/def2-TZVPD", "symbols": ["C", "C", "C", "C", "C", "N", "H", "H", "H", "H", "H", "H"], "coordinates": [[1.71916, 0.17062, 0.06118], [1.12136, -0.91826, -0.07649], [0.75549, 1.28375, 0.09381], [-0.99486, -0.56512, -0.14435], [0.01746, -1.64845, 0.10422], [-0.33216, 0.63663, -0.63407], [0.69978, 1.54747, 1.29581], [1.23810, 2.13563, -0.50068], [-1.90345, -0.99635, -0.68407], [-1.23968, -0.43201, 0.95300], [-0.17113, -2.58726, 0.57991], [-0.91008, 1.37335, -1.04826]], "forces_ev_per_a": [[0.443, -0.694, 0.990], [1.799, -3.013, 0.362], [1.267, 0.649, 0.888], [-0.605, 0.312, 0.851], [1.046, 1.877, -0.265], [-2.555, 2.322, -0.964], [-0.218, -0.380, -2.814], [-1.318, -0.708, 1.025], [1.199, 1.179, 0.418], [-0.587, -0.072, -0.473], [-0.046, -0.577, -0.152], [-0.426, -0.895, 0.134]], "total_energy_ev": -6758.57168, "charge": 1, "lumo_energy_ev": [-7.01, -7.01], "e_above_lowest_kj_mol": 637.37, "homo_lumo_gap_ev": [7.6, 7.6], "molar_mass_g_mol": 80.11, "homo_energy_ev": [-14.65, -14.65]}


No. 4
{"formula": "C5H6N", "method": "wB97M-V/def2-TZVPD", "symbols": ["C", "C", "C", "C", "C", "N", "H", "H", "H", "H", "H", "H"], "coordinates": [[0.46189, -0.59639, -2.54249], [-1.09972, -0.47427, 1.09731], [0.38523, -0.26527, 1.11213], [-0.53229, 0.84243, 0.65373], [0.49121, 0.28722, -0.25086], [0.45836, -0.20535, -1.45466], [0.45267, -1.00387, -3.52062], [-1.54704, -1.14854, 0.37921], [-1.58497, -0.47368, 2.06778], [1.14342, -0.38417, 1.85582], [-0.73852, 1.85363, 0.93091], [2.10978, 1.56826, -0.32825]], "forces_ev_per_a": [[-0.025, 0.673, 2.234], [-0.051, 0.003, 0.207], [-0.354, -0.027, -0.736], [0.117, -0.684, -0.461], [2.055, 3.097, 3.283], [-0.145, -1.701, -4.201], [0.028, -0.150, -0.590], [-0.017, -0.032, -0.075], [0.057, 0.041, -0.021], [0.188, 0.079, 0.221], [0.106, 0.281, 0.137], [-1.959, -1.580, 0.002]], "total_energy_ev": -6757.42862, "charge": 1, "lumo_energy_ev": [-6.27, -5.65], "e_above_lowest_kj_mol": 747.65, "homo_lumo_gap_ev": [8.5, 8.6], "molar_mass_g_mol": 80.11, "homo_energy_ev": [-14.81, -14.25]}